ORCA calculation (ωB97M-V/def2-TZVPD) on 3 unconnected molecules or ions with the total composition C3H10NO4 at a distorted geometry.

Cartesian coordinates (Å):
C 0.347 -2.229 -1.013
N -0.242 -1.042 -0.405
C -1.076 -0.188 -1.235
C -1.172 1.169 -0.524
O -1.057 2.193 -1.229
O -1.417 1.107 0.711
H 0.911 -2.615 -0.164
H 1.042 -1.908 -1.790
H -0.333 -3.069 -1.322
H -0.566 -1.256 0.521
H -2.063 -0.689 -1.353
H -0.687 -0.048 -2.244
H 0.231 0.828 2.476
H 1.299 1.783 1.815
O 1.157 0.998 2.380
H 1.999 -0.484 0.875
H 2.291 -1.805 0.050
O 2.427 -1.343 0.877

The calculation puts the total energy at -476.07032 Eh. For the molecular weight, the calculation gives 124.12 g/mol. Its total charge is -1.



ORCA calculation (ωB97M-V/def2-TZVPD) on 2 unconnected molecules or ions with the total composition C9H14OS at a distorted geometry.

Cartesian coordinates (Å):
C -2.484 0.088 -1.428
C -1.420 0.754 -0.588
C -1.455 0.788 0.771
C -0.391 1.194 1.603
C 0.691 1.836 1.061
O 1.714 2.295 1.881
C 0.753 1.942 -0.338
C -0.159 1.227 -1.139
H -2.368 -0.936 -1.694
H -2.556 0.737 -2.333
H -3.422 0.114 -0.923
H -2.455 0.419 1.233
H -0.528 0.990 2.685
H 1.753 2.316 2.795
H 1.491 2.650 -0.757
H 0.027 1.255 -2.104
C 0.733 -1.880 -0.718
C 1.813 -1.565 0.291
S 1.703 -2.852 1.487
H -0.241 -1.632 -0.410
H 0.606 -2.983 -1.175
H 0.935 -1.222 -1.583
H 2.751 -1.664 -0.399
H 1.991 -0.554 0.730
H 0.520 -3.316 1.051

The calculation puts the total energy at -824.67916 Eh. Its SMILES is Cc1ccc(O)cc1.CCS. For the molecular weight, the calculation gives 170.28 g/mol.



ORCA calculation (ωB97M-V/def2-TZVPD) on C4H5NO2 in the gas phase at a distorted geometry.

Cartesian coordinates (Å):
H 2.812 1.365 0.000
N 2.589 0.378 0.000
C 1.358 0.136 0.000
O 0.993 -1.158 0.000
C -0.334 -1.478 0.000
C -1.306 -0.580 0.000
C -0.968 0.874 0.000
O 0.437 1.123 0.000
H -0.475 -2.547 0.000
H -2.344 -0.855 0.000
H -1.381 1.371 -0.889
H -1.381 1.371 0.889

The calculation puts the total energy at -360.61471 Eh. Its SMILES is [H]/N=C1/OC=CCO1. For the molecular weight, the calculation gives 99.09 g/mol.



ORCA calculation (ωB97M-V/def2-TZVPD) on a molecular structure, CHBeO2 at a distorted geometry.

Cartesian coordinates (Å):
H -1.551 0.094 -0.401
O -0.500 0.332 0.599
C 0.659 -0.196 0.730
O 1.438 -0.831 0.034
Be -0.046 0.601 -0.962

The calculation puts the total energy at -203.73995 Eh. As for the spin multiplicity: 2. For the molecular weight, the calculation gives 54.03 g/mol.



ORCA calculation (ωB97M-V/def2-TZVPD) on 2 unconnected molecules or ions with the total composition CH3NOS at a distorted geometry.

Cartesian coordinates (Å):
C 0.553 -0.997 -0.034
N -0.058 0.010 -0.205
O 0.431 2.515 0.409
S -0.368 1.574 -0.426
H -0.318 -3.105 -0.633
H 1.340 -1.557 0.527
H -1.579 1.561 0.362

The calculation puts the total energy at -567.82952 Eh. For the molecular weight, the calculation gives 77.11 g/mol.



ORCA calculation (ωB97M-V/def2-TZVPD) on 2 unconnected molecules or ions with the total composition C3H11NS2 at a distorted geometry.

Cartesian coordinates (Å):
C 2.833 -0.778 -0.509
S 2.003 0.832 -0.378
S 1.454 1.223 -2.404
H 2.382 -1.316 -1.341
H 3.917 -0.677 -0.543
H 2.621 -1.326 0.412
H 2.602 1.788 -2.846
C -2.210 -0.656 -0.110
N -1.605 0.586 0.298
C -1.540 0.664 1.768
H -3.250 -0.769 0.221
H -1.670 -1.533 0.274
H -2.273 -0.712 -1.195
H -0.631 0.567 -0.013
H -0.921 -0.150 2.156
H -1.143 1.628 2.079
H -2.568 0.630 2.131

The calculation puts the total energy at -971.98527 Eh. As for the spin multiplicity: 2. For the molecular weight, the calculation gives 125.26 g/mol. Its total charge is -1.



molecular weight of number 4 (CHBeO2)?
54.03 g/mol



Which of these has the lowest molecular weight?
CHBeO2



What is the molecular weight in the fifth record?
77.11 g/mol